No. 1
Density functional theory data (wB97M-V/def2-TZVPD) for 2 unconnected molecules or ions with the total composition C4H6ClPS.

The geometry in XYZ format:
```
13
Properties=species:S:1:pos:R:3:mulliken_charge:R:1
Cl -2.923 -0.283 -0.613 -0.237
S -0.652 -4.056 -0.984 -0.176
P -1.116 -1.132 -0.577 0.376
C 0.051 0.289 -2.545 -0.532
C -0.600 -0.829 1.164 0.062
C -1.347 -0.879 2.235 -0.638
C 0.132 -0.107 -1.332 0.031
H -2.424 -1.169 1.968 0.084
H 0.938 0.113 -0.609 0.120
H 0.431 -0.449 1.146 0.138
H 0.913 0.644 -3.056 0.269
H -0.940 0.128 -3.094 0.163
H -1.147 -0.876 3.251 0.339
```

The max |F| comes out at 4.4 eV/A. For the gap between HOMO and LUMO (alpha / beta), the calculation gives 0.2571 / 0.2574 Eh. The calculation puts the energy above the lowest of the compared OMol25 structures with the same formula, charge and spin at 111.1 kcal/mol. The molar mass comes out at 152.6 u. The calculation puts the LUMO energy (alpha / beta) at -1.74 / -1.71 eV. Its total energy is -1355.588003 hartree.

***

No. 2
Density functional theory data (wB97M-V/def2-TZVPD) for a molecular structure, C4H6CoFO4.

The geometry in XYZ format:
```
16
Properties=species:S:1:pos:R:3:mulliken_spin:R:1
Co 1.808 -0.114 -1.405 2.817
F 3.217 -1.064 -1.706 0.146
O -1.232 -0.123 -1.240 0.004
O 0.480 -0.473 0.135 -0.002
O 1.158 1.630 -0.932 0.019
O -2.295 -1.777 -0.061 0.001
C 0.563 -1.006 1.466 0.004
C -1.180 1.242 -0.620 0.012
C -1.473 -1.164 -0.583 0.000
C 0.238 1.330 -0.073 -0.007
H 0.274 1.761 0.944 0.001
H 0.971 -2.019 1.408 0.000
H -0.449 -1.012 1.890 0.001
H 1.257 -0.390 2.047 0.004
H -1.951 1.235 0.158 0.000
H -1.385 1.946 -1.430 0.000
```

The max |F| comes out at 4.4 eV/A. For the gap between HOMO and LUMO (alpha / beta), the calculation gives 0.3055 / 0.2911 Eh. The calculation puts the energy above the lowest of the compared OMol25 structures with the same formula, charge and spin at 2.8 kcal/mol. The molar mass comes out at 196.0 u. As for the net charge: +1. The multiplicity is 4. The calculation puts the LUMO energy (alpha / beta) at -6.79 / -6.81 eV. Its total energy is -1939.204069 hartree. The expectation value of S² is 3.757.

***

No. 3
Density functional theory data (wB97M-V/def2-TZVPD) for a molecular structure, C4H6CsF3O2.

The geometry in XYZ format:
```
16
Properties=species:S:1:pos:R:3:mulliken_charge:R:1
Cs 0.001 -4.642 -0.122 0.990
F -0.822 -0.593 2.132 -0.287
F -1.837 -2.302 1.236 -0.269
F 0.369 -2.177 1.306 -0.294
O -0.647 -1.696 -1.328 -0.885
O 0.371 0.035 -0.265 -0.297
C -0.774 -0.837 -0.299 0.046
C 1.408 2.136 -0.509 -1.236
C -0.773 -1.457 1.103 0.448
C 0.094 1.390 -0.407 -0.131
H 1.897 1.996 -1.474 0.273
H -1.706 -0.258 -0.393 0.373
H -0.515 1.830 0.399 0.274
H 2.067 1.745 0.274 0.298
H -0.509 1.616 -1.303 0.323
H 1.377 3.215 -0.349 0.374
```

The max |F| comes out at 2.4 eV/A. For the gap between HOMO and LUMO, the calculation gives 0.2404 Eh. The calculation puts the energy above the lowest of the compared OMol25 structures with the same formula, charge and spin at 0.0 kcal/mol. The molar mass comes out at 276.0 u. The calculation puts the LUMO energy at -0.73 eV. Its total energy is -626.213504 hartree.

***

No. 4
Density functional theory data (wB97M-V/def2-TZVPD) for a molecular structure, C4H6CsO3.

The geometry in XYZ format:
```
14
Properties=species:S:1:pos:R:3:mulliken_charge:R:1
Cs 2.129 3.370 0.267 1.039
O 0.842 0.323 1.519 -0.306
O -0.895 0.325 2.960 -0.469
O -1.130 -0.454 0.877 -0.340
C 1.080 -0.120 0.192 -0.228
C -0.450 0.085 1.896 0.634
C -0.271 -0.793 -0.221 0.411
C -0.906 -0.252 -1.481 -1.403
H -1.910 -0.680 -1.562 0.359
H -0.393 -0.594 -2.382 0.394
H -0.148 -1.873 -0.242 0.270
H 1.851 -0.885 0.176 0.276
H -1.067 0.824 -1.525 0.333
H 1.270 0.725 -0.473 0.029
```

The max |F| comes out at 1.6 eV/A. For the gap between HOMO and LUMO, the calculation gives 0.3752 Eh. The calculation puts the energy above the lowest of the compared OMol25 structures with the same formula, charge and spin at 21.6 kcal/mol. The molar mass comes out at 235.0 u. As for the net charge: +1. The calculation puts the LUMO energy at -4.00 eV. Its total energy is -401.680863 hartree.

***

No. 5
Density functional theory data (wB97M-V/def2-TZVPD) for a molecular structure, C4H6CuNaO4.

The geometry in XYZ format:
```
16
Properties=species:S:1:pos:R:3:mulliken_spin:R:1
Cu 1.483 1.856 1.609 0.029
Na 0.373 -1.499 0.322 0.004
O -1.514 3.483 -0.288 0.093
O -0.119 3.297 1.721 0.073
O -2.229 3.756 2.009 0.013
O 0.125 0.630 0.693 0.122
C -0.994 1.108 0.198 0.587
C -1.002 2.378 -1.046 -0.047
C -1.269 3.230 1.267 0.091
C -3.596 3.360 1.850 0.022
H 0.049 2.618 -1.273 0.001
H -3.720 2.313 2.148 -0.012
H -4.164 4.006 2.525 0.003
H -1.915 0.510 0.218 0.008
H -3.936 3.519 0.820 0.003
H -1.760 2.165 -1.812 0.010
```

The max |F| comes out at 4.4 eV/A. For the gap between HOMO and LUMO (alpha / beta), the calculation gives 0.2236 / 0.2949 Eh. The molar mass comes out at 204.6 u. As for the net charge: +1. The multiplicity is 2. The calculation puts the LUMO energy (alpha / beta) at -4.62 / -4.63 eV. Its total energy is -2259.407313 hartree. The expectation value of S² is 0.754.

***

No. 6
Density functional theory data (wB97M-V/def2-TZVPD) for a molecular structure, C4H6CuO8.

The geometry in XYZ format:
```
19
Properties=species:S:1:pos:R:3:mulliken_charge:R:1
Cu 0.238 1.309 -0.880 0.380
O -1.390 0.320 0.388 -0.260
O -0.434 -2.673 -0.516 -0.533
O 0.165 3.727 -0.658 -0.830
O 1.080 -0.714 -2.066 -0.906
O 1.322 4.684 1.030 -0.903
O 3.130 -1.570 -1.626 -0.888
O 2.618 0.563 -1.107 -0.757
O 0.814 2.499 1.116 -0.750
C -1.495 -2.176 0.268 -0.369
C -1.191 -0.927 1.073 -0.455
C 2.287 -0.584 -1.581 0.789
C 0.759 3.637 0.511 0.800
H 0.033 -1.988 -1.099 0.395
H -1.958 0.894 0.898 0.204
H -1.545 -2.959 1.053 0.234
H -0.155 -0.936 1.427 0.245
H -2.479 -2.252 -0.220 0.219
H -1.799 -0.855 1.989 0.385
```

The max |F| comes out at 1.9 eV/A. For the gap between HOMO and LUMO, the calculation gives 0.1362 Eh. The calculation puts the energy above the lowest of the compared OMol25 structures with the same formula, charge and spin at 0.0 kcal/mol. The molar mass comes out at 245.6 u. As for the net charge: -3. The calculation puts the LUMO energy at 7.50 eV. Its total energy is -2398.235544 hartree.

***

No. 7
Density functional theory data (wB97M-V/def2-TZVPD) for a molecular structure, C4H6DyO2.

The geometry in XYZ format:
```
13
Properties=species:S:1:pos:R:3:mulliken_spin:R:1
Dy -0.404 -0.348 1.714 4.914
O -1.926 0.503 0.691 -0.021
O 2.764 -1.187 -0.559 -0.002
C 0.742 0.079 -0.377 0.278
C 1.750 -0.419 -1.095 -0.137
C -1.728 0.664 -0.687 -0.025
C -0.265 0.995 -1.056 -0.027
H 1.853 -0.266 -2.181 0.004
H -0.166 0.996 -2.158 0.012
H -2.379 1.471 -1.079 -0.001
H -2.015 -0.258 -1.238 -0.003
H 3.572 -0.669 -0.507 -0.001
H -0.056 2.023 -0.681 0.008
```

The max |F| comes out at 1.9 eV/A. For the gap between HOMO and LUMO (alpha / beta), the calculation gives 0.2707 / 0.2535 Eh. The calculation puts the energy above the lowest of the compared OMol25 structures with the same formula, charge and spin at 0.0 kcal/mol. The molar mass comes out at 248.6 u. As for the net charge: +1. The multiplicity is 6. The calculation puts the LUMO energy (alpha / beta) at -5.56 / -5.89 eV. Its total energy is -1191.212435 hartree. The expectation value of S² is 9.383.

***

No. 8
Density functional theory data (wB97M-V/def2-TZVPD) for a single C4H6F2O molecule.

The geometry in XYZ format:
```
13
Properties=species:S:1:pos:R:3:mulliken_charge:R:1
F 1.043 -0.662 1.321 -0.289
F 1.165 -1.116 -0.719 -0.308
O -1.383 1.188 0.018 -0.523
C 1.443 1.262 -0.156 -1.300
C -0.852 0.112 0.025 0.415
C -1.636 -1.237 0.001 -0.935
C 0.908 -0.082 0.144 0.988
H -2.529 -1.034 0.615 0.318
H -1.041 -2.088 0.301 0.305
H 1.817 1.233 -1.166 0.332
H 0.740 1.986 0.170 0.341
H 2.138 1.565 0.561 0.406
H -1.812 -1.127 -1.114 0.248
```

The max |F| comes out at 5.6 eV/A. For the gap between HOMO and LUMO, the calculation gives 0.3769 Eh. The calculation puts the energy above the lowest of the compared OMol25 structures with the same formula, charge and spin at 27.8 kcal/mol. The molar mass comes out at 108.1 u. The calculation puts the LUMO energy at 0.92 eV. Its total energy is -430.939604 hartree.

***

No. 9
Density functional theory data (wB97M-V/def2-TZVPD) for 2 unconnected molecules or ions with the total composition C4H6F2O.

The geometry in XYZ format:
```
13
Properties=species:S:1:pos:R:3:mulliken_charge:R:1
F 0.512 -2.197 -0.473 -0.251
F 3.162 0.144 -0.128 -0.216
O -0.320 1.216 -1.282 -0.631
C 0.613 -0.941 -1.000 -0.301
C 2.065 0.835 0.065 -0.253
C -0.389 0.073 -0.813 0.690
C -1.264 -0.351 0.272 -1.042
H 2.133 1.842 -0.369 0.290
H 1.346 -0.820 -1.809 0.463
H -0.725 -1.033 0.966 0.294
H 1.678 0.785 1.039 0.307
H -1.695 0.576 0.806 0.305
H -2.181 -0.768 -0.092 0.346
```

The max |F| comes out at 3.7 eV/A. For the gap between HOMO and LUMO (alpha / beta), the calculation gives 0.3398 / 0.2902 Eh. The calculation puts the energy above the lowest of the compared OMol25 structures with the same formula, charge and spin at 100.5 kcal/mol. The molar mass comes out at 108.1 u. The calculation puts the LUMO energy (alpha / beta) at 0.09 / -1.00 eV. Its total energy is -430.823758 hartree.

***

No. 10
Density functional theory data (wB97M-V/def2-TZVPD) for 2 unconnected molecules or ions with the total composition C4H6F3I.

The geometry in XYZ format:
```
14
Properties=species:S:1:pos:R:3:mulliken_charge:R:1
I 2.149 -1.483 0.127 0.127
F 1.153 2.064 -1.241 -0.224
F 1.602 2.052 0.903 -0.211
F -0.451 2.368 0.212 -0.244
C 0.208 -0.657 0.033 0.230
C 0.705 1.732 -0.030 0.605
C -0.575 -0.717 1.291 -1.265
C -0.476 -0.755 -1.282 -1.252
H -0.005 -0.332 2.135 0.396
H -0.826 -1.779 -1.450 0.392
H -1.344 -0.097 -1.310 0.320
H 0.194 -0.495 -2.099 0.399
H -0.837 -1.755 1.517 0.405
H -1.497 -0.145 1.194 0.323
```

The max |F| comes out at 3.7 eV/A. For the gap between HOMO and LUMO (alpha / beta), the calculation gives 0.3145 / 0.3146 Eh. The molar mass comes out at 238.0 u. The calculation puts the LUMO energy (alpha / beta) at -0.05 / -0.05 eV. Its total energy is -753.220408 hartree.

***

No. 11
Density functional theory data (wB97M-V/def2-TZVPD) for a gas-phase ion, C4H6F3O2S (charge +1).

The geometry in XYZ format:
```
16
Properties=species:S:1:pos:R:3:mulliken_charge:R:1
S 1.352 -0.540 0.642 0.043
F 2.381 -1.903 -1.369 -0.159
F 3.082 0.145 -1.105 -0.173
F 1.104 -0.241 -1.914 -0.143
O -2.655 2.370 -0.112 -0.395
O -0.900 0.976 -0.372 -0.210
C -1.483 2.235 -0.283 0.064
C -0.396 -1.097 0.556 -0.593
C -1.233 0.136 0.708 -0.538
C 2.042 -0.662 -1.092 0.760
H -0.797 3.074 -0.345 0.401
H -1.047 0.606 1.668 0.409
H 1.951 -1.544 1.317 0.317
H -0.543 -1.784 1.379 0.518
H -0.579 -1.620 -0.372 0.331
H -2.280 -0.149 0.693 0.368
```

The max |F| comes out at 1.6 eV/A. For the gap between HOMO and LUMO, the calculation gives 0.3790 Eh. The calculation puts the energy above the lowest of the compared OMol25 structures with the same formula, charge and spin at 0.0 kcal/mol. The molar mass comes out at 175.2 u. As for the net charge: +1. The calculation puts the LUMO energy at -4.34 eV. Its total energy is -1003.961045 hartree.

***

No. 12
Density functional theory data (wB97M-V/def2-TZVPD) for 2 unconnected molecules or ions with the total composition C4H6F3OP.

The geometry in XYZ format:
```
15
Properties=species:S:1:pos:R:3:mulliken_charge:R:1
P 0.386 0.523 0.259 0.857
F -3.574 -0.736 -0.262 -0.148
F -3.012 1.321 -0.283 -0.165
F -1.248 -2.243 0.041 -0.510
O 0.224 1.867 0.866 -0.680
C -1.256 -0.231 0.054 0.099
C 1.280 -0.701 1.275 -1.009
C -2.570 0.060 -0.159 0.542
C 1.247 0.627 -1.402 -1.008
H 1.450 -0.281 -1.931 0.374
H 0.466 1.123 -1.899 0.338
H 2.366 -0.318 1.349 0.331
H 2.144 1.246 -1.152 0.307
H 1.302 -1.672 0.936 0.380
H 0.796 -0.583 2.307 0.292
```

The max |F| comes out at 4.5 eV/A. For the gap between HOMO and LUMO, the calculation gives 0.3324 Eh. The calculation puts the energy above the lowest of the compared OMol25 structures with the same formula, charge and spin at 26.3 kcal/mol. The molar mass comes out at 158.1 u. The calculation puts the LUMO energy at -1.77 eV. Its total energy is -872.090454 hartree.

***

Question: molar mass of number 5 (C4H6CuNaO4)?
Answer: 204.6 u